Below is the molecule C17H20BrFN6O2, with properties calculated with wB97M-V/def2-TZVPD.

Properties
frontier orbital gap: 9.04 eV
E_HOMO: -8.978 eV
multiplicity: 1
SMILES: O=C(NCC[C@@H](F)Cn1cc(C2(C3CC3)CC2)nn1)c1ncnc(O)c1Br
DFT total energy: -103748.23375 eV
energy relative to the best compared isomer or geometry (same formula, charge and spin): 0.0 kcal/mol

Positions of all 47 atoms, in Å:
O: 1.783 -1.005 1.751
C: 1.038 -1.828 1.252
N: 0.100 -2.502 1.948
C: -0.143 -2.193 3.343
C: -0.911 -0.884 3.485
C: -2.330 -0.979 2.954
F: -3.210 -1.220 4.015
C: -2.811 0.279 2.247
N: -2.087 0.444 1.001
C: -1.169 1.373 0.654
C: -0.794 1.024 -0.619
C: 0.153 1.706 -1.528
C: 1.145 2.570 -0.810
C: 1.885 3.675 -1.495
C: 0.807 4.003 -0.498
C: 0.551 0.976 -2.783
C: -0.404 2.128 -2.868
N: -1.491 -0.091 -0.965
N: -2.269 -0.433 0.015
C: 1.091 -2.222 -0.215
N: 0.188 -3.148 -0.580
C: 0.160 -3.507 -1.843
N: 0.961 -3.054 -2.803
C: 1.872 -2.174 -2.441
O: 2.699 -1.714 -3.381
C: 1.994 -1.704 -1.121
Br: 3.366 -0.479 -0.753
H: -0.476 -3.144 1.427
H: -0.700 -3.021 3.782
H: 0.817 -2.118 3.854
H: -0.965 -0.578 4.533
H: -0.354 -0.113 2.950
H: -2.439 -1.816 2.260
H: -3.875 0.200 2.034
H: -2.637 1.160 2.864
H: -0.868 2.172 1.307
H: 1.702 2.035 -0.049
H: 2.913 3.836 -1.202
H: 1.684 3.871 -2.539
H: -0.128 4.382 -0.891
H: 1.100 4.412 0.459
H: 1.565 1.128 -3.128
H: 0.138 -0.012 -2.931
H: -1.445 1.895 -3.045
H: -0.062 3.057 -3.303
H: -0.584 -4.238 -2.135
H: 2.444 -2.148 -4.208

---

Below is a structure of composition C21H39BrClF3IN2O4S in a non-equilibrium geometry, with properties calculated with wB97M-V/def2-TZVPD.

Properties
frontier orbital gap: 6.75 eV
E_HOMO: -11.898 eV
multiplicity: 1
net charge: +1
DFT total energy: -143215.82523 eV

Positions of all 73 atoms, in Å:
C: 2.300 -2.387 3.220
C: 1.239 -2.265 1.936
C: 1.082 -3.576 0.945
F: -0.369 -3.932 0.728
F: 1.754 -3.397 -0.388
F: 1.695 -4.828 1.519
S: 1.919 -0.980 0.697
C: 0.161 -0.685 0.008
Cl: 0.069 -0.148 -1.770
N: -0.816 -0.902 0.956
C: -2.293 -0.666 0.662
C: -3.163 -2.013 0.349
C: -3.959 -2.585 1.703
Br: -3.349 -4.471 2.185
C: -0.145 -1.382 2.260
I: 0.336 0.607 3.151
O: -1.068 -2.165 3.129
C: -1.150 -1.504 4.471
N: -1.091 -1.304 5.753
H: 3.339 -1.974 2.823
H: 2.495 -3.494 3.552
H: 1.926 -1.809 4.176
H: -2.799 -0.006 1.524
H: -2.357 0.031 -0.307
H: -2.532 -2.872 -0.134
H: -4.010 -1.700 -0.423
H: -5.113 -2.679 1.502
H: -3.715 -1.808 2.557
C: -3.981 3.696 -0.230
C: -4.047 2.809 -1.460
O: -4.787 1.607 -1.254
C: -6.163 1.759 -0.912
C: -6.976 2.464 -1.983
H: -3.628 3.130 0.638
H: -3.305 4.539 -0.403
H: -4.965 4.102 0.024
H: -3.029 2.502 -1.725
H: -4.441 3.354 -2.322
H: -6.262 2.261 0.056
H: -6.562 0.747 -0.779
H: -6.676 3.509 -2.089
H: -8.040 2.445 -1.729
H: -6.835 1.982 -2.956
C: 0.597 4.690 -3.812
C: -0.518 4.471 -2.806
O: -0.200 3.501 -1.810
C: 0.916 3.792 -0.972
C: 0.739 5.057 -0.151
H: 0.923 3.738 -4.244
H: 0.259 5.348 -4.619
H: 1.471 5.154 -3.346
H: -1.398 4.091 -3.336
H: -0.820 5.411 -2.337
H: 1.837 3.828 -1.563
H: 1.019 2.942 -0.288
H: 0.723 5.947 -0.786
H: 1.562 5.169 0.561
H: -0.206 5.032 0.401
C: 7.501 -2.717 -1.009
C: 6.789 -2.521 0.317
O: 5.375 -2.688 0.232
C: 4.910 -3.972 -0.178
C: 5.314 -5.090 0.766
H: 7.051 -2.091 -1.787
H: 8.560 -2.460 -0.916
H: 7.437 -3.755 -1.348
H: 6.958 -1.493 0.656
H: 7.203 -3.175 1.090
H: 5.230 -4.183 -1.203
H: 3.816 -3.911 -0.201
H: 6.396 -5.251 0.755
H: 4.833 -6.028 0.477
H: 5.031 -4.848 1.796

---

Below is a structure of composition C32H42As3N4ORu in a non-equilibrium geometry, with properties calculated with wB97M-V/def2-TZVPD.

Properties
frontier orbital gap (spin up / spin down): 5.09 / 5.89 eV
E_HOMO (spin up / spin down): -8.387 / -10.291 eV
multiplicity: 5
expectation value of S²: 6.067
net charge: +1
DFT total energy: -226961.67442 eV
energy relative to the best compared isomer or geometry (same formula, charge and spin): 0.0 kcal/mol

Positions of all 83 atoms, in Å:
Ru: -0.109 -0.076 -0.135
C: -1.928 -2.693 -2.638
As: -1.024 -1.008 -2.290
C: 0.289 -1.171 -3.710
C: -2.233 0.276 -3.149
C: -3.492 0.782 -2.401
C: -4.139 -0.351 -1.594
C: -3.143 1.976 -1.500
As: -2.081 1.631 0.106
C: -1.741 3.454 0.681
C: -3.382 1.123 1.448
C: -4.448 1.280 -3.508
As: -6.335 1.902 -3.292
C: -6.581 2.436 -1.414
C: -7.234 0.165 -3.146
H: -2.841 -2.812 -2.061
H: -1.246 -3.506 -2.392
H: -2.163 -2.735 -3.700
H: -0.229 -1.323 -4.654
H: 0.919 -2.034 -3.506
H: 0.909 -0.280 -3.772
H: -2.540 -0.229 -4.067
H: -1.606 1.119 -3.447
H: -3.443 -0.795 -0.877
H: -4.492 -1.143 -2.257
H: -4.994 0.016 -1.030
H: -4.053 2.452 -1.151
H: -2.588 2.724 -2.072
H: -2.689 3.983 0.755
H: -1.087 3.976 -0.014
H: -1.256 3.426 1.655
H: -4.226 1.810 1.423
H: -2.889 1.181 2.418
H: -3.719 0.100 1.297
H: -4.580 0.476 -4.239
H: -3.955 2.091 -4.051
H: -6.091 3.387 -1.207
H: -6.263 1.683 -0.693
H: -7.655 2.588 -1.296
H: -7.011 -0.439 -4.026
H: -8.309 0.348 -3.129
H: -6.960 -0.385 -2.249
N: -0.320 -0.985 10.155
C: -0.275 -0.897 9.010
C: -0.219 -0.784 7.572
C: -0.458 0.443 6.959
C: -0.406 0.546 5.581
C: -0.115 -0.563 4.782
C: 0.122 -1.786 5.414
C: 0.073 -1.900 6.791
C: -0.061 -0.445 3.309
C: 0.756 0.557 2.733
C: 1.647 1.438 3.358
C: 2.251 2.249 2.353
C: 1.732 1.849 1.166
N: 0.811 0.798 1.373
C: -0.820 -1.350 2.516
C: -1.755 -2.283 2.968
C: -2.287 -2.959 1.845
C: -1.681 -2.429 0.748
N: -0.779 -1.426 1.125
H: -0.694 1.306 7.568
H: -0.607 1.500 5.108
H: 0.362 -2.654 4.812
H: 0.268 -2.849 7.272
H: 1.856 1.466 4.416
H: 2.983 3.027 2.500
H: 1.936 2.230 0.185
H: -2.028 -2.443 4.000
H: -3.014 -3.757 1.853
H: -1.782 -2.726 -0.274
O: 0.776 1.175 -1.708
N: 1.601 2.121 -2.077
C: 2.891 1.818 -2.297
C: 3.769 2.788 -2.733
C: 3.321 4.082 -2.934
C: 1.991 4.372 -2.682
C: 1.146 3.374 -2.247
H: 3.160 0.793 -2.098
H: 4.801 2.517 -2.907
H: 3.997 4.851 -3.280
H: 1.597 5.370 -2.814
H: 0.099 3.507 -2.027

---

Below is a cluster of 3 separate species, C27H52Br3ClIN2O7P2S3 in total in a non-equilibrium geometry, with properties calculated with wB97M-V/def2-TZVPD.

Properties
frontier orbital gap: 5.98 eV
E_HOMO: -9.950 eV
multiplicity: 1
net charge: +1
DFT total energy: -327972.40416 eV

Positions of all 98 atoms, in Å:
C: -0.956 5.351 0.068
C: 0.127 6.192 0.506
C: 1.483 5.603 1.090
O: 1.377 4.751 2.016
O: 2.794 5.984 0.698
C: 2.899 6.202 -0.730
C: 2.967 4.816 -1.580
C: 3.889 3.714 -0.831
C: 2.903 2.581 -0.262
C: 3.630 1.122 -0.089
C: 2.563 0.034 -0.570
C: 2.730 -1.456 -0.004
P: 4.626 -1.876 -0.072
O: 5.461 -1.053 1.152
Cl: 5.273 -1.189 -2.001
N: 2.177 -2.433 -1.047
C: 0.673 -2.633 -0.981
I: 0.497 -4.788 -0.449
C: 0.119 -2.305 -2.448
Br: -0.097 -0.324 -2.794
C: -1.277 -2.969 -2.889
C: -1.195 -3.284 -4.487
Br: -2.678 -1.517 -2.743
C: -0.046 -1.869 0.240
C: -1.542 -2.432 0.586
C: -2.353 -1.254 1.322
C: -3.613 -0.681 0.508
C: -4.758 -0.079 1.469
C: -6.035 0.251 0.508
N: -5.843 1.640 -0.027
O: 0.688 -2.132 1.452
C: 2.078 -1.739 1.448
C: 2.199 -0.466 2.436
C: 1.562 -0.641 3.882
O: 2.333 -0.494 4.871
Br: -0.328 -0.991 4.331
P: 2.963 -3.277 2.243
S: 4.243 -2.828 3.629
H: -0.824 4.546 -0.740
H: -1.984 5.453 0.567
H: -0.036 7.322 0.441
H: 3.921 6.711 -0.914
H: 2.117 6.906 -1.173
H: 1.880 4.483 -1.725
H: 3.459 5.047 -2.600
H: 4.471 4.173 0.033
H: 4.583 3.230 -1.605
H: 2.088 2.427 -1.069
H: 2.432 2.832 0.747
H: 3.937 1.066 1.007
H: 4.584 1.188 -0.709
H: 1.523 0.483 -0.329
H: 2.607 0.041 -1.728
H: 6.251 -1.590 1.413
H: 2.526 -2.095 -1.961
H: 2.704 -3.322 -0.858
H: 0.891 -2.630 -3.248
H: -1.633 -3.879 -2.316
H: -0.462 -2.518 -4.951
H: -0.774 -4.332 -4.643
H: -2.213 -3.114 -4.995
H: -0.213 -0.742 0.063
H: -2.067 -2.911 -0.298
H: -1.409 -3.268 1.376
H: -1.679 -0.375 1.602
H: -2.772 -1.685 2.310
H: -4.040 -1.533 -0.147
H: -3.241 0.200 -0.140
H: -5.105 -0.920 2.181
H: -4.408 0.826 2.067
H: -7.009 0.109 1.087
H: -5.986 -0.476 -0.382
H: -6.548 2.261 0.415
H: -5.954 1.664 -1.059
H: 1.720 0.482 1.974
H: 3.318 -0.261 2.568
H: 1.939 -4.075 2.897
H: 3.488 -4.160 1.212
C: 0.578 1.235 7.376
S: -0.584 0.276 8.369
O: -1.546 1.238 8.987
C: 0.605 -0.195 9.643
H: 0.039 1.664 6.530
H: 1.007 2.039 7.977
H: 1.368 0.580 7.005
H: 1.032 0.698 10.102
H: 1.394 -0.804 9.198
H: 0.084 -0.779 10.403
C: -2.924 -1.655 -8.031
S: -4.335 -2.570 -7.375
O: -3.823 -3.470 -6.294
C: -4.600 -3.585 -8.844
H: -2.563 -0.976 -7.258
H: -2.127 -2.347 -8.308
H: -3.238 -1.076 -8.902
H: -3.698 -4.156 -9.069
H: -4.859 -2.943 -9.687
H: -5.424 -4.272 -8.645

---

Below is a cluster of 2 separate species, C14H27BrN2O7P in total in a non-equilibrium geometry, with properties calculated with wB97M-V/def2-TZVPD.

Properties
frontier orbital gap: 7.64 eV
E_HOMO: -5.124 eV
multiplicity: 1
net charge: -1
DFT total energy: -111601.82683 eV
energy relative to the best compared isomer or geometry (same formula, charge and spin): 0.0 kcal/mol

Positions of all 52 atoms, in Å:
C: -1.520 2.255 -3.828
C: -0.427 1.258 -4.088
O: -0.553 0.058 -4.036
O: 0.734 1.865 -4.400
C: 1.922 1.050 -4.372
C: 2.293 0.628 -2.967
C: 2.626 1.790 -2.036
C: 1.380 2.528 -1.519
N: 1.577 3.097 -0.173
Br: 0.941 4.873 -0.132
C: 1.087 2.286 0.970
C: 1.813 0.938 0.962
C: 1.606 0.132 2.259
C: 1.252 -1.326 2.082
N: 0.217 -1.654 1.167
O: 1.775 -2.200 2.735
P: -0.734 1.995 1.007
O: -1.348 1.200 2.106
C: 1.386 3.066 2.313
O: 0.337 3.498 2.826
O: 2.549 2.999 2.703
H: -1.124 3.210 -3.495
H: -2.189 1.841 -3.077
H: -2.088 2.406 -4.746
H: 1.791 0.190 -5.028
H: 2.692 1.697 -4.790
H: 1.486 0.022 -2.548
H: 3.156 -0.036 -3.060
H: 3.243 2.510 -2.583
H: 3.227 1.436 -1.205
H: 0.509 1.866 -1.560
H: 1.170 3.343 -2.207
H: 2.872 1.175 0.864
H: 1.528 0.359 0.077
H: 0.788 0.556 2.846
H: 2.514 0.184 2.854
H: 0.073 -0.898 0.508
H: -0.669 -1.759 1.659
H: -1.326 3.232 0.718
H: -0.928 1.301 -0.219
C: -2.062 -5.326 2.333
C: -2.661 -4.014 2.815
C: -4.122 -4.160 3.210
O: -2.503 -3.000 1.828
H: -2.598 -5.680 1.447
H: -1.016 -5.186 2.065
H: -2.129 -6.098 3.102
H: -2.089 -3.650 3.670
H: -4.714 -4.483 2.348
H: -4.519 -3.207 3.557
H: -4.244 -4.901 4.003
H: -2.981 -3.266 1.036

---

Below is a structure of composition C16H31F3FeO3P2S in a non-equilibrium geometry, with properties calculated with wB97M-V/def2-TZVPD.

Properties
frontier orbital gap (spin up / spin down): 5.28 / 5.73 eV
E_HOMO (spin up / spin down): -5.558 / -6.028 eV
multiplicity: 5
expectation value of S²: 6.203
DFT total energy: -95181.61516 eV
energy relative to the best compared isomer or geometry (same formula, charge and spin): 0.0 kcal/mol

Positions of all 57 atoms, in Å:
P: -0.234 1.945 0.299
P: -1.317 -0.458 -1.693
C: -0.950 2.243 -1.398
C: -2.039 1.231 -1.715
H: -0.108 2.207 -2.118
H: -1.338 3.274 -1.382
H: -2.871 1.296 -0.994
H: -2.436 1.452 -2.716
C: -1.718 -0.848 -3.468
H: -1.479 -1.900 -3.676
H: -1.116 -0.227 -4.148
H: -2.782 -0.687 -3.698
C: -2.420 -1.655 -0.896
H: -3.058 -2.099 -1.679
H: -3.065 -1.158 -0.149
H: -1.833 -2.440 -0.395
C: 0.569 3.596 0.398
H: 0.782 3.860 1.443
H: -0.141 4.335 -0.009
H: 1.497 3.636 -0.194
C: -1.562 2.309 1.502
H: -2.515 1.678 1.353
H: -1.919 3.322 1.301
H: -1.136 2.291 2.521
Fe: -1.985 0.190 1.975
C: 0.669 -1.054 -2.098
C: 1.636 -0.005 -2.558
C: 3.113 -0.568 -2.675
C: 3.536 0.230 -1.444
C: 2.148 0.964 -1.475
C: 1.505 0.922 -0.131
C: 1.086 -0.466 0.308
C: 1.044 -1.581 -0.728
C: -1.534 0.653 4.019
H: 0.531 -1.853 -2.844
H: 1.346 0.514 -3.486
H: 3.640 -0.244 -3.588
H: 3.232 -1.653 -2.502
H: 3.696 -0.356 -0.543
H: 4.399 0.904 -1.594
H: 2.255 1.988 -1.841
H: 2.108 1.452 0.629
H: 0.107 -0.444 0.840
H: 1.724 -0.719 1.151
H: 2.020 -2.063 -0.710
H: 0.324 -2.318 -0.359
H: -2.054 -0.236 4.336
H: -2.016 1.608 4.319
H: -0.439 0.619 4.278
F: 1.190 -4.374 4.077
C: 0.196 -3.472 4.258
F: -0.953 -4.142 4.487
F: 0.494 -2.709 5.342
S: 0.071 -2.405 2.728
O: 1.301 -1.644 2.864
O: -0.034 -3.351 1.640
O: -1.165 -1.590 2.835

---

Below is the molecule C5H7N3 in a non-equilibrium geometry, with properties calculated with wB97M-V/def2-TZVPD.

Properties
frontier orbital gap (spin up / spin down): 8.02 / 8.03 eV
E_HOMO (spin up / spin down): -8.190 / -8.190 eV
multiplicity: 1
SMILES: [H]/N=C1\NN=C(C)C1=C
DFT total energy: -9766.41852 eV
energy relative to the best compared isomer or geometry (same formula, charge and spin): 68.5 kcal/mol

Positions of all 15 atoms, in Å:
C: 0.786 1.741 1.117
N: -0.344 0.220 -1.795
C: -0.502 -0.973 -1.092
C: 0.374 0.808 0.032
C: 0.014 -0.609 0.244
C: -0.055 -1.334 1.357
N: 0.567 1.101 -1.221
N: -1.074 -2.046 -1.436
H: -0.820 0.511 -2.636
H: -1.381 -2.069 -2.406
H: 1.000 2.730 0.702
H: 0.007 1.803 1.886
H: 1.701 1.367 1.593
H: 0.223 -0.932 2.316
H: -0.495 -2.318 1.338

---

Below is the molecule C7H14OS in a non-equilibrium geometry, with properties calculated with wB97M-V/def2-TZVPD.

Properties
frontier orbital gap: 9.68 eV
E_HOMO: -8.768 eV
multiplicity: 1
SMILES: CC(C)=CCSCCO
DFT total energy: -20367.70219 eV
energy relative to the best compared isomer or geometry (same formula, charge and spin): 27.1 kcal/mol

Positions of all 23 atoms, in Å:
O: 3.055 -2.812 1.978
S: 2.031 -0.434 0.352
C: -1.349 1.390 -1.105
C: -0.176 1.048 -0.427
C: -2.233 2.482 -0.607
C: -1.790 0.710 -2.397
C: 0.740 -0.043 -0.861
C: 1.988 -2.099 2.660
C: 1.101 -1.505 1.557
H: 3.493 -2.217 1.396
H: 0.062 1.497 0.494
H: -2.289 3.289 -1.311
H: -1.824 2.884 0.338
H: -3.234 2.084 -0.500
H: -2.784 0.305 -2.294
H: -1.821 1.469 -3.197
H: -1.129 -0.080 -2.698
H: 0.134 -0.925 -1.036
H: 1.234 0.170 -1.825
H: 2.379 -1.261 3.246
H: 1.444 -2.772 3.276
H: 0.686 -2.265 0.917
H: 0.282 -0.915 2.043